Record 1
{"formula": "C70H146F12O35", "method": "wB97M-V/def2-TZVPD", "symbols": ["H", "H", "H", "O", "C", "H", "O", "F", "C", "H", "C", "C", "H", "O", "H", "H", "O", "H", "C", "O", "H", "O", "C", "C", "C", "F", "H", "H", "H", "C", "H", "C", "H", "H", "H", "H", "C", "F", "H", "O", "C", "O", "H", "F", "C", "C", "H", "H", "H", "C", "H", "H", "C", "H", "C", "C", "O", "H", "H", "H", "H", "H", "C", "H", "H", "C", "C", "C", "H", "O", "H", "H", "H", "O", "O", "H", "H", "C", "H", "C", "H", "C", "H", "H", "H", "H", "C", "F", "O", "H", "H", "H", "C", "H", "C", "H", "H", "C", "H", "C", "C", "O", "H", "O", "C", "C", "O", "H", "C", "H", "H", "H", "C", "H", "H", "C", "O", "C", "F", "H", "H", "H", "H", "H", "H", "O", "H", "H", "H", "H", "H", "C", "H", "H", "H", "H", "H", "H", "H", "C", "H", "H", "C", "O", "O", "H", "O", "C", "C", "O", "H", "H", "H", "H", "H", "H", "H", "H", "H", "C", "C", "H", "H", "O", "H", "O", "C", "F", "H", "H", "H", "H", "H", "C", "H", "H", "O", "O", "H", "F", "H", "H", "H", "H", "H", "C", "O", "H", "O", "C", "F", "O", "C", "H", "H", "H", "F", "C", "C", "H", "H", "H", "H", "H", "H", "H", "H", "H", "O", "H", "C", "H", "C", "C", "H", "H", "C", "C", "C", "H", "H", "H", "H", "C", "H", "H", "C", "C", "C", "O", "O", "C", "H", "H", "H", "H", "O", "C", "C", "C", "F", "H", "H", "C", "C", "O", "C", "H", "H", "C", "H", "F", "H", "H", "H", "H", "C", "H", "H", "H", "H", "O", "H"], "xyz": [[-4.71548, 3.38899, -3.51894], [7.72588, -1.99388, 3.70372], [5.78338, -1.80402, -2.73140], [-0.36709, 8.79606, 3.19769], [3.86778, -0.64354, -7.09861], [-0.49046, 0.37423, 8.93046], [-4.31357, -0.60393, 5.88886], [8.91658, 0.25820, -6.65517], [-2.37584, -1.50755, 7.20750], [0.44828, -4.04049, -7.94969], [1.44915, 6.05167, -2.70927], [0.43230, 4.54308, 3.23277], [-5.62652, 1.39937, 4.70009], [-5.54079, -1.40279, -2.33011], [-7.04124, -4.05162, 5.30441], [-0.87836, -2.66900, -3.22141], [5.97680, 0.11812, -6.33621], [-4.55244, -4.78847, 2.93431], [-4.65527, 1.72765, 5.04684], [5.71088, -1.49877, 3.99127], [-0.69562, -4.28885, 2.22021], [1.83903, -1.66719, 3.14272], [2.40793, -3.71643, -0.64715], [-4.03394, 2.96367, 0.17124], [-4.20292, 0.81775, 6.18357], [7.81207, 2.05199, -6.76328], [-6.73784, -1.27521, 1.47166], [-1.13541, 7.70915, 1.66448], [-1.93571, -0.29995, 9.64001], [5.00395, -7.13822, 1.09526], [-6.07412, -1.13492, 3.05638], [2.00881, 1.37508, -3.06244], [-5.14631, 8.91167, -0.45829], [-3.15409, -4.04874, -6.26297], [-2.01759, -2.96802, -0.48471], [-0.73683, -2.95957, 0.65559], [1.10194, -3.18288, -8.04343], [-7.76903, 3.68648, 1.24698], [-2.57976, 0.54502, -0.61262], [2.14769, -3.22202, 0.64717], [-4.60797, -0.57020, 1.64937], [-2.56622, 2.37127, -4.12067], [1.28135, -4.99982, -6.15333], [8.84019, 1.64142, -4.91472], [2.98738, -2.16979, 1.07812], [-2.90098, 3.72635, -4.57482], [-2.81428, 3.43794, 4.64627], [-0.19387, 3.99767, -1.15482], [4.21262, 5.35712, 1.86400], [4.77095, -0.51248, -5.88109], [7.15904, -2.39100, 1.15526], [2.85571, -0.88581, -6.81323], [-4.17735, 4.21854, -3.94473], [-0.43586, -1.32628, -4.35909], [1.89579, -4.06336, -5.96430], [-4.45816, -5.80161, 3.33631], [0.20727, 5.85732, 2.80919], [-0.97597, 6.42235, 4.43574], [-7.18078, 0.15846, -3.78835], [1.80736, 3.06353, 2.80211], [2.21341, 1.93278, -3.95811], [-6.73661, 1.65512, -2.91051], [2.79373, 6.66079, -2.15382], [-1.10490, -5.45177, -3.01877], [-1.10282, 5.17715, -0.11233], [-7.25812, 2.83670, 2.07008], [6.03117, -0.17592, 4.33892], [-6.00430, -0.73324, 2.10868], [-4.81167, 2.72253, 5.57116], [2.78624, 4.65253, 3.37285], [1.53171, -2.84429, -9.00371], [1.77579, 4.43628, 1.61903], [6.37169, -3.21885, 3.26842], [5.78119, -2.74958, -0.91906], [-3.88205, 5.15713, -2.89766], [-3.75559, 9.58848, -1.10520], [7.72713, -5.35915, -1.29996], [1.18907, -3.15316, -4.95906], [-2.05674, 4.48103, -4.36567], [0.10653, -0.33044, -1.31702], [2.27161, -2.88217, -1.33112], [-1.21164, -0.41941, 8.86295], [1.00355, 10.05320, 2.66984], [7.33434, -3.30351, -2.22316], [0.42526, 4.44202, 4.35053], [5.09043, -0.87115, -1.43036], [8.12724, 1.08000, -5.88504], [3.92761, 6.05906, -2.54770], [-3.38748, -1.81465, -1.98671], [-2.67135, -1.38705, -4.13298], [-2.59091, -6.18360, 1.63575], [5.82214, -4.33817, -2.37241], [-1.02123, 4.69075, -1.12650], [-2.29717, 2.80213, 3.11462], [3.63283, 5.65253, 2.75195], [-0.13048, -1.17539, -0.69292], [7.07086, -0.16796, 4.56434], [-3.00925, -1.27824, 5.83706], [-2.93596, 3.63798, -5.66792], [-6.75334, 0.54687, -2.81297], [-3.00906, -4.42327, -5.25433], [-3.81492, 1.73121, 3.93600], [-1.87819, 1.94182, -1.33458], [7.92745, -0.56948, 1.97469], [6.83501, 1.47065, 1.10304], [-2.07849, 1.50100, -0.45063], [0.32063, 0.89917, -0.73105], [3.92766, -1.54571, 2.87328], [-2.17672, -5.84073, 2.59238], [7.37708, -0.29656, 0.01081], [-3.25685, -2.28858, 5.42470], [-5.76262, -3.37473, 6.31616], [1.32896, -0.68523, -2.17188], [-2.02383, -4.95392, -5.23443], [-7.40007, 0.25797, -1.95765], [5.78256, -6.63594, -0.11165], [3.80734, -6.42212, 1.03211], [-1.80431, -4.35197, 2.41344], [-6.13638, 3.39913, 2.49232], [-1.97465, -3.85362, 3.35053], [1.67793, -2.95801, 4.93885], [-0.67196, -1.44971, 9.02785], [5.55167, -6.82748, 2.03677], [-3.57552, 8.34313, 0.20467], [-5.37949, 6.31457, -3.39406], [0.31160, -4.51075, -1.71791], [1.14524, -5.30971, 0.02804], [-5.49029, -3.21891, 4.60793], [0.51661, -2.41606, -7.53402], [-2.52571, -1.98750, -5.74545], [-0.69877, 0.74022, 1.09986], [-5.91566, -3.91551, 5.43576], [4.98315, 3.06353, 0.22868], [-0.96865, 5.37938, -3.16406], [-0.40044, 3.85099, 2.81796], [4.43240, 5.93028, 3.48243], [4.33742, 0.13249, -5.15167], [-2.07501, -1.86044, 0.86337], [-1.30415, -6.34509, 2.96644], [-4.85948, 6.66219, -1.32423], [-5.85623, 4.97829, -2.27957], [5.96136, -1.26228, 1.50088], [7.11709, -4.69293, -0.66744], [-0.19847, -3.26028, -5.14260], [-6.56400, 0.60738, 2.44861], [1.53272, -3.46206, -3.91255], [-2.50477, -3.84109, 1.24431], [1.68198, -1.89372, 4.57255], [-4.99676, -3.66396, -1.83839], [5.50784, 1.09363, 0.86063], [4.21656, -1.34617, -7.86840], [5.03442, -1.48967, -5.48865], [3.76561, 0.29558, -7.59795], [-3.12860, -1.85527, 8.01304], [4.84179, -8.21443, 1.14596], [6.53229, -7.38479, -0.37379], [-5.45801, -7.05319, 4.89707], [6.93285, 1.86812, 2.09399], [-3.75583, -5.17171, -4.97824], [0.34911, 9.41662, 2.08071], [3.08893, -2.19325, 2.55829], [-5.01797, 0.52208, -1.58032], [-4.09387, 3.07430, -0.88921], [-3.16571, -6.07789, 3.66383], [3.43812, -4.03550, -0.73041], [0.43480, 6.41684, -1.92291], [-4.50649, -2.19817, -2.12014], [-5.84818, -4.04613, -2.85627], [5.45665, -0.02110, 5.27858], [-3.99203, -1.39436, 2.11309], [-4.66404, -6.48683, 2.49682], [1.56621, -2.11018, -5.01150], [2.55414, -5.48279, 2.37996], [-5.34009, 0.03286, -2.47469], [-0.42048, 2.52599, -3.98435], [2.84604, -4.28109, -5.48328], [1.32310, 0.18461, -3.33842], [-2.76553, 2.36027, 0.49770], [-5.88771, 7.03871, -0.97867], [-5.62096, -3.70066, -0.65011], [-6.41586, -5.81439, 4.06926], [-4.50847, -0.60781, 0.55630], [2.49472, -1.32771, 5.08041], [-4.79005, 4.74368, -4.67796], [-0.31789, 9.98631, 1.46997], [-2.39863, -2.23289, -4.67826], [2.23630, -3.41706, -7.15425], [-0.87985, -6.14666, -1.46225], [-6.91899, 1.16038, 0.29025], [-4.10271, 8.64040, -0.65609], [2.82428, 7.94254, -2.49682], [-3.13471, -3.36621, -4.34007], [5.17529, -1.92546, -1.81748], [-2.33604, -0.76409, 5.20872], [-3.14840, 1.11374, 6.41392], [-1.53166, 6.57428, -2.05421], [-4.03858, -4.53793, -1.77542], [1.72636, 4.13494, 2.66617], [4.64650, 2.18561, 0.84340], [4.26780, -2.29624, -2.28664], [-0.47791, 2.27510, 0.59128], [-4.81576, 2.23516, 0.49645], [-1.80333, 5.76626, 3.02416], [-1.82793, 1.94184, 4.67127], [1.05734, 8.73003, 1.55723], [2.26509, -0.56710, -1.64732], [3.66210, 1.92352, 0.46503], [1.22462, -1.67816, -2.63296], [6.26668, -5.37462, 0.27297], [5.72267, 0.60206, 3.60941], [-0.67210, 1.29903, 0.19054], [4.00936, -2.34877, 0.67453], [3.18038, -6.39975, 2.29244], [6.89643, 0.29837, -5.34367], [4.52165, 2.64423, 1.85137], [2.60323, -7.28398, 2.42115], [-5.44083, -6.07489, 4.43554], [7.75417, 0.30987, 0.87447], [-5.10961, 5.71866, -2.53712], [0.73758, -1.38879, 4.79057], [-1.12200, 2.09354, -5.63202], [-4.18698, 0.26107, 2.19887], [3.28270, -3.21627, 2.98810], [6.70639, -2.20683, 3.28406], [-4.60002, 0.15089, -3.27517], [-4.22569, 3.86640, 0.76211], [-0.34356, -5.66857, -2.21302], [-0.92944, -2.37629, -4.30711], [-0.97385, 6.37942, 3.35689], [-4.01495, 7.69365, -1.68660], [6.87996, -0.18726, -4.21474], [-6.90955, 1.41639, 1.47955], [-1.92005, 4.08125, -1.26888], [8.80099, 0.65555, 0.62746], [3.94490, -6.36191, 3.12501], [2.57598, -1.23833, 0.78205], [-1.91648, -0.27657, 7.68916], [-1.77066, -2.86309, 0.53138], [-1.26836, 1.95869, -4.54274], [6.47186, -3.78948, -1.64436], [2.85895, 6.58016, -0.77441], [7.14683, 2.28454, 0.44506], [3.03927, 6.52157, 2.44552], [6.91531, -1.58783, 1.90501], [-0.81775, 5.78129, -2.14238], [1.44346, 5.30371, -3.59982], [-1.24110, 7.77484, 2.71752], [-2.22037, 8.10314, 2.93253], [7.84603, -4.11077, -0.13850], [-2.63059, 2.50000, 4.10457], [1.92781, -5.68031, -1.49351], [-8.15217, 2.68096, 3.05502], [-4.78616, 0.99966, 7.11729], [-0.74445, -0.30501, -2.02321], [-1.52171, -2.24374, 7.13028], [1.35000, 2.07793, -2.47085], [1.44772, -4.90284, -0.90815], [-4.34601, 6.06051, -0.52601], [5.04440, -6.64493, -1.00264], [-1.07456, 0.87761, -4.37918], [0.35768, -6.27578, -2.79060], [-5.21377, -5.17989, 5.54461], [2.95492, 1.19602, -2.56329]], "e_above_lowest_kcal_mol": 76.8, "total_energy_ha": -6585.9009}

=====

Record 2
{"formula": "C17H34BeCl5CsIN3O12S2", "method": "wB97M-V/def2-TZVPD", "symbols": ["H", "H", "C", "C", "H", "C", "H", "C", "N", "H", "O", "H", "H", "H", "H", "C", "H", "O", "H", "H", "C", "H", "O", "Cl", "O", "O", "Cl", "H", "N", "H", "Cs", "Cl", "H", "H", "H", "H", "C", "C", "H", "O", "S", "C", "H", "O", "C", "O", "H", "H", "H", "H", "C", "O", "C", "Cl", "C", "H", "I", "H", "H", "Cl", "S", "H", "O", "H", "O", "H", "C", "C", "Be", "O", "H", "H", "N", "H", "C", "C"], "xyz": [[-5.57241, -2.23085, -1.54900], [-6.54579, -2.15994, -3.03597], [1.39328, 3.68083, 2.48923], [-1.25469, 1.63510, 1.12627], [-7.07299, -1.24675, -1.59983], [-0.70377, 0.79651, -1.28337], [-0.75185, -0.11850, -0.65852], [-6.21437, -1.60225, -2.16329], [-5.43614, -0.42600, -2.64393], [5.98634, -1.64844, -3.84786], [6.08488, 1.38266, -1.95180], [-4.39671, -0.78835, 0.02263], [8.86268, 0.53930, -2.46049], [8.42298, -0.94772, -3.33217], [1.23684, 2.73780, 0.55465], [1.26036, -0.39422, 2.78128], [-1.35713, 0.77488, -2.17726], [-4.07346, 1.29609, -2.22822], [5.60006, -1.42035, -2.11586], [1.30308, 5.75155, 1.82219], [8.10393, -0.23439, -2.57172], [0.73456, 0.95557, -2.89864], [-0.38031, 1.43278, 3.36489], [2.56400, -6.49771, -5.18728], [1.07066, -2.43265, -5.10223], [1.81358, 3.79225, 6.13199], [-1.62821, -5.90415, -3.36864], [-3.11638, -4.17438, 2.21274], [0.65623, 0.04626, 1.84863], [4.55960, -0.70233, -3.37019], [-2.26093, 3.21945, 4.03305], [0.42574, -2.67577, 4.58846], [-4.37964, -4.04979, 3.39119], [2.30491, 1.89452, 1.67283], [0.80105, -4.97768, -4.88220], [-0.32256, 4.77432, 1.80136], [0.76194, 4.80314, 2.03304], [2.93680, 4.36386, 6.80129], [1.79497, 2.85623, 6.35582], [-1.76337, -0.76659, 3.64910], [-1.91897, 0.66109, 3.27433], [-4.22803, -3.94486, 2.29353], [-0.59557, 2.93173, -0.56973], [-3.05689, 1.19196, 4.14531], [-4.69496, 0.44236, -1.67906], [-5.03953, -4.62858, 1.51139], [7.95883, -0.74112, -1.61684], [-6.00122, 0.23980, -3.18419], [-4.22011, -2.84248, 2.18307], [-4.72035, -0.66317, -3.34514], [0.12775, 1.42985, 1.95477], [-2.16030, 0.57705, 1.57517], [0.79124, 0.95533, -1.78680], [0.60150, -6.46115, -3.02381], [5.58426, -0.95900, -3.10498], [3.85677, 3.88147, 6.46380], [2.03535, -0.70898, -1.22670], [-5.79625, 0.32460, 0.13052], [1.20678, 1.94300, -1.49712], [-0.22242, -6.86805, -5.84279], [6.56405, 0.54709, -3.09071], [-4.13703, 0.93888, 0.30218], [2.90596, -1.42799, -4.54492], [2.82911, 4.24080, 7.88109], [1.09734, -0.28505, -4.87427], [-2.22744, 2.23116, -0.68744], [-4.76563, 0.21377, -0.21490], [0.91285, -6.05472, -4.76093], [-0.56658, -2.34902, 3.29241], [1.33826, -0.82807, 3.80755], [-1.69582, 2.59256, 1.60466], [1.98428, 3.66192, 3.42804], [1.69363, -1.38759, -4.84390], [2.97958, 5.42449, 6.56344], [-1.17671, 1.99992, -0.37618], [1.30850, 2.38676, 1.60701]], "total_energy_ha": -5164.2813}

=====

Record 3
{"formula": "C5H5NO", "method": "wB97M-V/def2-TZVPD", "symbols": ["C", "N", "C", "H", "H", "O", "C", "H", "C", "C", "H", "H"], "xyz": [[-0.42101, -0.49747, 0.90083], [-1.46717, -2.25959, -0.49473], [1.70476, 1.00932, 0.15687], [1.86694, 1.70518, 1.01290], [-2.48388, -2.22871, -0.99909], [-1.58220, 1.03862, -1.56933], [-0.63721, 0.79797, -0.93260], [-0.45942, -0.52293, 2.04930], [0.24973, 0.50190, -0.01609], [-1.07364, -1.38354, 0.22263], [2.00129, 1.72239, -0.59585], [2.30183, 0.11687, 0.26515]], "e_above_lowest_kcal_mol": 70.0, "total_energy_ha": -323.4081}